16
Properties=species:S:1:pos:R:3 method="wB97M-V/def2-TZVPD" e_above_lowest_ev=3.789 e_homo_ev="-12.970 / -12.482" total_charge=+1 total_energy_ev=-15817.2151
C -1.23136 1.59495 0.12792
C 0.94575 -0.87006 -1.08333
C 0.36382 -1.13275 2.17957
N -0.06446 1.00307 -0.14397
N -1.29802 2.90091 0.01791
N -0.09052 -0.33303 -0.22526
I 0.91926 0.81164 2.65948
H -1.99029 0.90822 0.48514
H 0.82472 -1.87627 -1.31108
H 1.08126 -0.33317 -2.10804
H 1.99089 -0.81899 -0.61563
H -0.48251 -1.67006 2.45436
H 1.27537 -1.64623 2.03984
H -2.08542 3.40733 0.21412
H -0.43574 3.46140 -0.00877
H -0.94232 -0.79111 -0.51972